Record 1
Density functional theory data (ωB97M-V with the def2-TZVPD basis set) for a structure of composition C28H30N5O2S3Sn in a non-equilibrium geometry.

- HOMO-LUMO gap (spin up / spin down): 4.6 / 5.1 eV
- Energy above the lowest of the compared OMol25 structures with the same formula, charge and spin: 0.00 kJ/mol
- Charge: +3
- LUMO (spin up / spin down): -11.25 / -10.74 eV

```
69
Properties=species:S:1:pos:R:3:nbo_charge:R:1
Sn -2.1389 2.0995 -2.8064 1.43
N -2.7010 0.0045 -3.6932 -0.89
C -2.9273 0.0582 -5.1581 -0.24
C -3.4983 1.4640 -5.6047 -0.26
N -2.6697 2.5632 -5.1311 -0.87
H -2.1210 -0.8243 -3.4479 0.43
H -3.5977 -0.1432 -3.2196 0.40
H -3.5546 -0.7221 -5.5717 0.24
H -1.9531 0.0406 -5.6271 0.21
H -4.5776 1.6054 -5.2708 0.23
H -3.5469 1.4668 -6.6955 0.24
H -3.2126 3.4210 -5.1112 0.42
H -1.7983 2.7514 -5.6495 0.42
O -0.2781 2.1796 -3.4800 -1.00
C 0.8959 1.5716 -2.8411 0.13
C 2.0589 1.9812 -3.7848 0.05
C 3.4178 2.0269 -3.5072 -0.20
C 4.1689 2.3817 -4.6331 -0.21
C 3.4599 2.6046 -5.7953 -0.16
S 1.7626 2.3620 -5.4650 0.52
C 0.6175 0.0498 -2.8136 -0.22
C -0.1511 -0.4423 -1.7921 -0.32
C -0.2272 -1.8639 -1.8681 -0.28
C 0.6626 -2.3788 -2.7676 -0.35
S 1.3228 -1.1522 -3.8518 0.48
C 1.2122 2.2056 -1.4896 -0.27
C 1.4006 1.5577 -0.2775 -0.23
C 2.0526 2.4179 0.6382 -0.24
C 2.2241 3.6839 0.1466 -0.38
S 1.6472 3.8818 -1.4381 0.53
H 3.9264 1.8931 -2.5506 0.28
H 5.2637 2.4431 -4.5710 0.27
H 3.9676 2.8424 -6.7524 0.30
H -0.4615 0.1511 -0.9172 0.26
H -0.9947 -2.4222 -1.3591 0.24
H 0.8781 -3.4551 -2.8456 0.27
H 1.1846 0.4985 -0.0973 0.24
H 2.4889 2.0525 1.5183 0.24
H 2.5930 4.5287 0.7010 0.27
C 3.1451 -1.9012 2.7326 -0.68
C 1.9746 -2.1064 3.6384 0.17
C 0.9798 -3.1334 3.2731 -0.16
C -0.1208 -3.3585 4.0950 -0.22
C -0.2087 -2.5951 5.3346 0.34
N -1.3902 -2.7039 6.0458 -0.55
C -2.6149 -2.8666 5.4875 0.75
O -3.4406 -3.6428 6.0187 -0.51
N -2.9873 -2.0488 4.3976 -0.63
C -2.2480 -0.9525 3.9701 0.09
C -1.7083 0.0137 4.9170 -0.18
C -1.0107 1.0890 4.3933 -0.24
C -0.8058 1.1342 2.9989 0.03
N -1.2303 0.1995 2.1289 -0.44
C -1.9402 -0.8157 2.6122 0.01
C 0.7664 -1.7190 5.7143 -0.16
C 1.8552 -1.4663 4.8584 -0.21
H 3.0098 -1.5182 1.7314 0.25
H 3.6756 -2.8531 2.5988 0.27
H 3.8506 -1.2441 3.2098 0.24
H 1.1479 -3.7594 2.3748 0.25
H -0.9035 -4.0002 3.7604 0.26
H -1.2629 -2.9096 7.0459 0.47
H -3.9120 -2.2047 4.0678 0.45
H -1.8070 -0.0578 5.9944 0.24
H -0.7622 1.8342 5.1509 0.25
H -0.2382 1.9861 2.5397 0.21
H -2.1439 -1.5740 1.8796 0.20
H 0.8266 -1.3496 6.7279 0.26
H 2.7074 -0.8604 5.1829 0.25
```

***

Record 2
Density functional theory data (ωB97M-V with the def2-TZVPD basis set) for a structure of composition C28H30N8ORuS.

- Spin multiplicity: 6
- HOMO-LUMO gap (spin up / spin down): 7.7 / 6.4 eV
- Energy above the lowest of the compared OMol25 structures with the same formula, charge and spin: 0.00 kJ/mol
- Charge: +1
- LUMO (spin up / spin down): -2.80 / -4.50 eV

```
69
Properties=species:S:1:pos:R:3:nbo_charge:R:1
Ru -0.0344 0.3139 0.0243 1.48
O -3.3026 -1.0605 2.4203 -0.61
C -2.2339 -0.7376 1.9243 0.61
N -2.0089 -0.4022 0.6422 -0.73
C -3.1454 -0.3608 -0.2394 -0.28
C -2.8396 0.4495 -1.4688 0.25
C -3.8661 0.9293 -2.2744 -0.24
C -3.5568 1.6923 -3.3851 -0.12
C -2.2213 1.9513 -3.6736 -0.26
C -1.2574 1.4335 -2.8352 0.06
N -1.5577 0.7009 -1.7550 -0.54
C -0.9828 -0.6847 2.7683 0.13
C -0.8707 -1.4699 3.9033 -0.21
C 0.3064 -1.4217 4.6328 -0.13
C 1.3158 -0.5597 4.2242 -0.24
C 1.1174 0.2087 3.0927 0.06
N -0.0051 0.1409 2.3698 -0.51
H -4.0161 0.0608 0.2726 0.24
H -3.4429 -1.3720 -0.5512 0.23
H -4.8934 0.7102 -2.0150 0.24
H -4.3435 2.0865 -4.0145 0.24
H -1.9403 2.5416 -4.5339 0.24
H -0.2040 1.6018 -3.0261 0.22
H -1.7008 -2.1045 4.1814 0.26
H 0.4336 -2.0429 5.5093 0.24
H 2.2408 -0.4769 4.7769 0.24
H 1.8695 0.9100 2.7528 0.22
C -2.0447 3.0621 0.6363 -0.65
C -0.6598 3.5678 0.3693 0.28
C -0.4400 4.9614 0.3610 -0.26
C 0.8214 5.4463 0.1956 -0.09
C 1.8994 4.5528 0.0252 -0.12
C 3.2335 4.9920 -0.0961 -0.16
C 4.2429 4.0830 -0.2559 -0.20
C 3.9566 2.7141 -0.3259 -0.18
C 2.6615 2.2459 -0.2230 -0.21
S 2.3696 0.5364 -0.3904 -0.18
C 1.6014 3.1684 -0.0143 0.22
N 0.3285 2.7096 0.1603 -0.54
H -2.4718 3.5817 1.4941 0.24
H -2.0337 1.9968 0.8464 0.23
H -2.6914 3.2540 -0.2235 0.24
H -1.2859 5.6191 0.5075 0.23
H 1.0118 6.5128 0.1992 0.23
H 3.4420 6.0537 -0.0569 0.23
H 5.2687 4.4165 -0.3377 0.23
H 4.7548 1.9986 -0.4739 0.23
C 1.3103 -2.3613 -1.7851 -0.08
N 0.4333 -2.1067 -0.6088 -0.52
C 1.1516 -2.6015 0.6006 -0.09
N 1.4922 -4.0063 0.4931 -0.46
C 2.3383 -4.1956 -0.6893 -0.08
N 1.6516 -3.7653 -1.9092 -0.45
C 0.4178 -4.5399 -2.0509 -0.08
N -0.4615 -4.3490 -0.8946 -0.46
C -0.7869 -2.9411 -0.7763 -0.08
C 0.2568 -4.7751 0.3069 -0.08
H 2.2238 -1.7755 -1.6789 0.22
H 0.7847 -2.0367 -2.6853 0.20
H 0.5052 -2.4666 1.4683 0.20
H 2.0648 -2.0175 0.7324 0.22
H 2.5969 -5.2509 -0.7764 0.21
H 3.2561 -3.6160 -0.5713 0.20
H 0.6641 -5.5981 -2.1410 0.21
H -0.1028 -4.2235 -2.9569 0.20
H -1.4362 -2.7924 0.0864 0.21
H -1.3088 -2.6149 -1.6789 0.20
H 0.5106 -5.8314 0.2151 0.21
H -0.3866 -4.6455 1.1801 0.20
```

***

Record 3
Density functional theory data (ωB97M-V with the def2-TZVPD basis set) for a structure of composition C28H30NOSeTm in a non-equilibrium geometry.

- Spin multiplicity: 3
- HOMO-LUMO gap (spin up / spin down): 7.5 / 7.6 eV
- Energy above the lowest of the compared OMol25 structures with the same formula, charge and spin: 0.00 kJ/mol
- LUMO (spin up / spin down): 0.27 / 0.30 eV

```
62
Properties=species:S:1:pos:R:3:nbo_charge:R:1
C 0.6267 3.4847 1.2218 -0.45
C -0.5514 3.1002 0.4724 -0.35
C -1.1050 1.9371 1.0659 -0.28
H -0.9959 3.6218 -0.3733 0.24
C -0.2806 1.5591 2.1574 -0.30
C 0.7785 2.5044 2.2771 -0.39
H -0.5577 0.7766 2.8679 0.26
C 2.1976 1.0954 -2.1521 -0.44
C 0.9692 1.8318 -2.3417 -0.43
C -0.1104 0.9128 -2.1951 -0.25
H 0.8844 2.9009 -2.5425 0.24
C 0.4115 -0.3969 -1.9530 -0.09
C 1.8281 -0.2549 -1.8597 -0.31
H -2.0885 1.5041 0.8798 0.26
H 1.5711 2.4362 3.0155 0.26
H 1.3824 4.2003 0.8881 0.25
H 2.4889 -1.0881 -1.7063 0.24
H -1.1609 1.1206 -2.3543 0.22
H 3.2086 1.5084 -2.1478 0.25
Tm 1.3997 1.5616 0.1674 1.58
C -0.3457 -1.7124 -2.1393 -0.03
C 0.4069 -2.4405 -3.3188 -0.60
C -1.7863 -1.4766 -2.6208 -0.62
H 0.4076 -1.8245 -4.2402 0.22
H -0.0738 -3.3992 -3.5659 0.20
H 1.4579 -2.6508 -3.0603 0.21
H -1.8125 -0.8615 -3.5356 0.22
H -2.3734 -0.9801 -1.8386 0.22
H -2.2670 -2.4388 -2.8553 0.21
C -0.3641 -2.6643 -0.8915 -0.49
C -1.2836 -2.4651 0.2649 0.67
H 0.6741 -2.7080 -0.5472 0.26
H -0.5846 -3.6509 -1.3085 0.20
O -1.2411 -1.4617 1.0341 -0.64
N -2.2417 -3.3647 0.6293 -0.61
C -2.7887 -2.9969 1.9785 -0.24
H -2.1433 -4.3437 0.4291 0.40
C -3.6217 -1.7135 1.9270 0.00
C -3.6228 -0.7442 2.9518 -0.17
H -2.9397 -0.8548 3.7972 0.20
C -4.4963 0.3518 2.9046 -0.23
H -4.5107 1.0879 3.7200 0.22
C -5.3916 0.4981 1.8284 -0.24
H -6.1045 1.3331 1.8125 0.22
C -5.3488 -0.4316 0.7814 -0.19
H -6.0181 -0.3188 -0.0747 0.21
C -4.4798 -1.5265 0.8425 -0.24
H -4.4707 -2.2681 0.0500 0.22
H -1.9474 -2.8003 2.6644 0.22
H -3.3898 -3.8315 2.3609 0.21
Se 2.8749 -0.4324 1.5963 -0.26
C 4.2377 0.7210 0.9139 -0.21
C 5.1430 0.2214 -0.0385 -0.19
C 6.0911 1.0667 -0.5943 -0.21
C 6.1574 2.4191 -0.1979 -0.24
C 5.2600 2.9135 0.7643 -0.19
C 4.2945 2.0735 1.3205 -0.32
H 5.0788 -0.8160 -0.3351 0.22
H 6.8013 0.6882 -1.3318 0.22
H 6.9251 3.0836 -0.6327 0.22
H 5.3208 3.9608 1.0722 0.22
H 3.6204 2.4426 2.0959 0.23
```

***

Record 4
Density functional theory data (ωB97M-V with the def2-TZVPD basis set) for a structure of composition C28H31AsN4O2RuS in a non-equilibrium geometry.

- Spin multiplicity: 5
- HOMO-LUMO gap (spin up / spin down): 7.8 / 4.2 eV
- Charge: +4
- LUMO (spin up / spin down): -11.65 / -15.26 eV

```
68
Properties=species:S:1:pos:R:3:nbo_charge:R:1
Ru 12.4295 -7.9333 10.9786 1.25
C 12.7348 -6.3914 6.9886 -0.72
C 12.2687 -7.0033 8.2750 0.40
N 12.8146 -6.6939 9.4198 -0.30
N 13.7306 -5.6718 9.5599 -0.41
C 14.3129 -5.5337 10.7802 0.36
N 15.2136 -4.6267 10.9611 -0.68
S 13.7991 -6.5110 12.1391 0.03
C 11.1633 -8.0277 8.3163 0.12
C 10.5389 -8.5004 7.1949 -0.18
C 9.5608 -9.4598 7.3789 -0.08
C 9.1598 -9.8536 8.6463 -0.19
C 9.8684 -9.3058 9.7317 0.10
N 10.8850 -8.4301 9.5778 -0.49
H 12.1121 -5.5475 6.6886 0.30
H 12.6748 -7.1430 6.1768 0.29
H 13.7566 -5.9519 7.0697 0.25
H 13.8890 -5.0357 8.7836 0.44
H 15.5196 -3.9719 10.2720 0.45
H 15.4784 -4.4440 11.9033 0.45
H 10.6941 -8.1236 6.1759 0.28
H 9.0729 -9.8417 6.5202 0.27
H 8.3668 -10.5907 8.8561 0.28
H 9.6658 -9.5969 10.7430 0.22
O 11.8882 -8.9782 12.4872 -1.05
As 11.4081 -8.8575 14.2222 1.95
C 10.3355 -10.4434 14.4332 -0.16
C 10.7377 -11.7379 14.0130 -0.21
C 9.9845 -12.8358 14.2371 -0.12
C 8.6953 -12.7847 14.9159 0.13
C 8.2764 -11.4916 15.2554 -0.14
C 9.0750 -10.3462 15.0865 -0.17
C 13.0533 -9.0335 15.1953 -0.32
C 14.2392 -9.4790 14.6196 -0.25
C 15.2814 -9.6727 15.4831 -0.15
C 15.1470 -9.4807 16.8580 -0.14
C 13.9754 -9.1053 17.3925 -0.18
C 12.8665 -8.8709 16.5599 -0.23
C 10.6478 -7.1783 14.2650 -0.47
C 11.4055 -6.2581 14.9675 -0.19
C 10.9537 -4.9339 14.9527 -0.17
C 9.8270 -4.5929 14.2406 -0.14
C 9.0124 -5.5867 13.6274 -0.17
C 9.4172 -6.9104 13.6593 -0.21
H 11.6349 -11.8167 13.4227 0.26
H 10.3473 -13.7845 13.8956 0.27
H 8.0698 -13.6621 14.9519 0.28
H 7.2660 -11.3128 15.6071 0.28
H 8.6984 -9.3744 15.3004 0.25
H 14.3196 -9.5398 13.5598 0.23
H 16.2966 -9.9034 15.1735 0.25
H 16.0140 -9.6311 17.4780 0.26
H 13.9146 -8.9747 18.5013 0.27
H 11.9484 -8.5049 17.0192 0.24
H 12.3189 -6.5556 15.4730 0.25
H 11.5543 -4.1333 15.3778 0.26
H 9.4674 -3.5582 14.2570 0.26
H 8.0463 -5.3265 13.1601 0.26
H 8.8207 -7.6595 13.1804 0.23
C 15.7836 -8.9943 8.9176 -0.66
C 15.1873 -9.5371 10.2267 -0.07
O 13.7103 -9.6283 10.2437 -0.74
H 16.8422 -9.1748 8.9753 0.28
H 15.6303 -7.9162 8.7305 0.20
H 15.4775 -9.6720 8.0980 0.24
H 15.4274 -8.9300 11.0980 0.19
H 15.5270 -10.5647 10.3557 0.22
H 13.4807 -9.9637 9.3968 0.50
```

***

Repeat the third record exactly.
Density functional theory data (ωB97M-V with the def2-TZVPD basis set) for a structure of composition C28H30NOSeTm in a non-equilibrium geometry.

- Spin multiplicity: 3
- HOMO-LUMO gap (spin up / spin down): 7.5 / 7.6 eV
- Energy above the lowest of the compared OMol25 structures with the same formula, charge and spin: 0.00 kJ/mol
- LUMO (spin up / spin down): 0.27 / 0.30 eV

```
62
Properties=species:S:1:pos:R:3:nbo_charge:R:1
C 0.6267 3.4847 1.2218 -0.45
C -0.5514 3.1002 0.4724 -0.35
C -1.1050 1.9371 1.0659 -0.28
H -0.9959 3.6218 -0.3733 0.24
C -0.2806 1.5591 2.1574 -0.30
C 0.7785 2.5044 2.2771 -0.39
H -0.5577 0.7766 2.8679 0.26
C 2.1976 1.0954 -2.1521 -0.44
C 0.9692 1.8318 -2.3417 -0.43
C -0.1104 0.9128 -2.1951 -0.25
H 0.8844 2.9009 -2.5425 0.24
C 0.4115 -0.3969 -1.9530 -0.09
C 1.8281 -0.2549 -1.8597 -0.31
H -2.0885 1.5041 0.8798 0.26
H 1.5711 2.4362 3.0155 0.26
H 1.3824 4.2003 0.8881 0.25
H 2.4889 -1.0881 -1.7063 0.24
H -1.1609 1.1206 -2.3543 0.22
H 3.2086 1.5084 -2.1478 0.25
Tm 1.3997 1.5616 0.1674 1.58
C -0.3457 -1.7124 -2.1393 -0.03
C 0.4069 -2.4405 -3.3188 -0.60
C -1.7863 -1.4766 -2.6208 -0.62
H 0.4076 -1.8245 -4.2402 0.22
H -0.0738 -3.3992 -3.5659 0.20
H 1.4579 -2.6508 -3.0603 0.21
H -1.8125 -0.8615 -3.5356 0.22
H -2.3734 -0.9801 -1.8386 0.22
H -2.2670 -2.4388 -2.8553 0.21
C -0.3641 -2.6643 -0.8915 -0.49
C -1.2836 -2.4651 0.2649 0.67
H 0.6741 -2.7080 -0.5472 0.26
H -0.5846 -3.6509 -1.3085 0.20
O -1.2411 -1.4617 1.0341 -0.64
N -2.2417 -3.3647 0.6293 -0.61
C -2.7887 -2.9969 1.9785 -0.24
H -2.1433 -4.3437 0.4291 0.40
C -3.6217 -1.7135 1.9270 0.00
C -3.6228 -0.7442 2.9518 -0.17
H -2.9397 -0.8548 3.7972 0.20
C -4.4963 0.3518 2.9046 -0.23
H -4.5107 1.0879 3.7200 0.22
C -5.3916 0.4981 1.8284 -0.24
H -6.1045 1.3331 1.8125 0.22
C -5.3488 -0.4316 0.7814 -0.19
H -6.0181 -0.3188 -0.0747 0.21
C -4.4798 -1.5265 0.8425 -0.24
H -4.4707 -2.2681 0.0500 0.22
H -1.9474 -2.8003 2.6644 0.22
H -3.3898 -3.8315 2.3609 0.21
Se 2.8749 -0.4324 1.5963 -0.26
C 4.2377 0.7210 0.9139 -0.21
C 5.1430 0.2214 -0.0385 -0.19
C 6.0911 1.0667 -0.5943 -0.21
C 6.1574 2.4191 -0.1979 -0.24
C 5.2600 2.9135 0.7643 -0.19
C 4.2945 2.0735 1.3205 -0.32
H 5.0788 -0.8160 -0.3351 0.22
H 6.8013 0.6882 -1.3318 0.22
H 6.9251 3.0836 -0.6327 0.22
H 5.3208 3.9608 1.0722 0.22
H 3.6204 2.4426 2.0959 0.23
```

***

Which formula does entry 1 have? C28H30N5O2S3Sn